Molecular formula: C40H30ClF5O2SSb2Tc
Method: DFT, ωB97M-V with the def2-TZVPD basis set

Its spin multiplicity is 4. The LUMO energy (spin up / spin down) is -6.9 / -7.3 eV. The total charge is +2. For the relative energy (zero: lowest compared OMol25 entry of this formula, charge and spin), the calculation gives 214.3 kJ/mol. Its gap between HOMO and LUMO (spin up / spin down) is 6.0761 / 5.9822 eV. The calculation puts the energy at -3611.0567 a.u. Its expectation value of S² is 3.847.

Atoms and positions in Å:
Tc  -1.616  -0.110  1.905
Cl  -3.112  6.938  3.338
C  -2.977  5.230  3.156
C  -3.820  4.377  3.890
C  -3.732  3.011  3.761
C  -2.796  2.437  2.900
O  -2.742  1.114  2.791
C  -1.946  3.291  2.159
C  -0.977  2.795  1.252
O  -0.719  1.597  1.002
C  -2.058  4.693  2.301
H  -4.548  4.811  4.562
H  -4.385  2.356  4.322
H  -0.392  3.541  0.703
H  -1.406  5.340  1.727
F  0.812  -3.019  7.712
C  0.227  -2.831  6.549
C  0.352  -1.610  5.900
F  1.063  -0.631  6.439
C  -0.269  -1.432  4.682
F  -0.118  -0.242  4.055
C  -1.015  -2.429  4.074
S  -1.881  -2.205  2.553
C  -1.110  -3.650  4.738
F  -1.804  -4.645  4.198
C  -0.505  -3.854  5.964
F  -0.620  -5.017  6.577
C  1.584  -1.707  1.221
C  2.937  -1.577  0.556
C  3.287  -0.148  0.131
Sb  1.911  0.435  -1.381
C  2.648  -0.114  -3.262
C  3.316  0.827  -4.040
C  3.859  0.434  -5.255
C  3.734  -0.882  -5.680
C  3.069  -1.816  -4.896
C  2.520  -1.436  -3.680
C  1.729  2.528  -1.350
C  1.152  3.181  -2.437
C  1.069  4.566  -2.433
C  1.567  5.291  -1.358
C  2.149  4.635  -0.281
C  2.228  3.248  -0.270
Sb  -0.071  -1.240  -0.273
C  -1.818  -0.360  -1.198
C  -1.789  0.847  -1.883
C  -2.952  1.327  -2.467
C  -4.136  0.608  -2.352
C  -4.162  -0.593  -1.655
C  -3.001  -1.082  -1.072
C  -0.174  -3.108  -1.229
C  -0.484  -3.124  -2.590
C  -0.609  -4.336  -3.250
C  -0.448  -5.526  -2.549
C  -0.166  -5.507  -1.191
C  -0.022  -4.298  -0.525
H  1.438  -1.063  2.087
H  1.323  -2.734  1.465
H  3.014  -2.269  -0.288
H  3.688  -1.910  1.281
H  4.300  -0.066  -0.259
H  3.181  0.542  0.970
H  3.419  1.853  -3.708
H  4.381  1.157  -5.866
H  4.159  -1.182  -6.628
H  2.978  -2.841  -5.230
H  2.001  -2.171  -3.075
H  0.785  2.626  -3.293
H  0.629  5.078  -3.278
H  1.514  6.371  -1.366
H  2.552  5.200  0.550
H  2.690  2.751  0.574
H  -0.877  1.426  -1.954
H  -2.934  2.261  -3.013
H  -5.040  0.986  -2.809
H  -5.083  -1.153  -1.568
H  -3.024  -2.030  -0.544
H  -0.645  -2.198  -3.131
H  -0.843  -4.353  -4.306
H  -0.555  -6.471  -3.064
H  -0.064  -6.435  -0.645
H  0.178  -4.306  0.539

List of Mulliken charges in e, atom by atom: number 1, Tc, carries 0.7340; number 2, Cl, carries -0.1789; number 3, C, carries -0.0126; number 4, C, carries -0.4630; number 5, C, carries -0.7949; number 6, C, carries 0.6035; number 7, O, carries -0.6861; number 8, C, carries -0.3841; number 9, C, carries 0.8535; number 10, O, carries -0.1360; number 11, C, carries -0.9490; number 12, H, carries 0.4514; number 13, H, carries 0.4996; number 14, H, carries -0.0334; number 15, H, carries 0.5689; number 16, F, carries -0.2574; number 17, C, carries 0.6810; number 18, C, carries -0.2820; number 19, F, carries -0.2704; number 20, C, carries -0.0053; number 21, F, carries -0.2608; number 22, C, carries 0.7739; number 23, S, carries -0.3276; number 24, C, carries 0.2493; number 25, F, carries -0.3085; number 26, C, carries 0.1818; number 27, F, carries -0.2526; number 28, C, carries -0.6984; number 29, C, carries -0.9293; number 30, C, carries -1.0337; number 31, Sb, carries 1.4234; number 32, C, carries 0.7908; number 33, C, carries -0.5588; number 34, C, carries -0.6928; number 35, C, carries -0.5433; number 36, C, carries -0.8201; number 37, C, carries -0.4966; number 38, C, carries 0.7646; number 39, C, carries -0.6269; number 40, C, carries -0.8146; number 41, C, carries -0.6024; number 42, C, carries -0.6909; number 43, C, carries -0.5784; number 44, Sb, carries 1.5358; number 45, C, carries 1.1335; number 46, C, carries -0.7844; number 47, C, carries -0.5246; number 48, C, carries -0.6491; number 49, C, carries -0.6394; number 50, C, carries -0.8202; number 51, C, carries 1.3578; number 52, C, carries -0.6838; number 53, C, carries -0.7762; number 54, C, carries -0.6218; number 55, C, carries -0.6331; number 56, C, carries -0.7596; number 57, H, carries 0.4029; number 58, H, carries 0.4880; number 59, H, carries 0.2038; number 60, H, carries 0.5862; number 61, H, carries 0.5958; number 62, H, carries 0.4296; number 63, H, carries 0.4040; number 64, H, carries 0.4318; number 65, H, carries 0.4086; number 66, H, carries 0.4539; number 67, H, carries 0.3105; number 68, H, carries 0.5621; number 69, H, carries 0.4639; number 70, H, carries 0.4557; number 71, H, carries 0.4646; number 72, H, carries 0.3460; number 73, H, carries 0.0144; number 74, H, carries 0.5032; number 75, H, carries 0.4259; number 76, H, carries 0.4839; number 77, H, carries 0.4179; number 78, H, carries 0.5141; number 79, H, carries 0.4739; number 80, H, carries 0.4302; number 81, H, carries 0.4552; number 82, H, carries 0.2524